C65H80IN3O4P2SSi3Sn | the ωB97M-V functional and the def2-TZVPD basis

Structure (XYZ):
```
160
Properties=species:S:1:pos:R:3:mulliken_charge:R:1
Sn -0.2500 -0.6988 0.1741 1.707
C 2.5106 -3.2578 1.8396 -1.582
Si 1.4400 -2.9614 0.2510 0.545
C 0.5791 -4.7416 0.1582 0.027
C 1.2586 -5.8769 0.6247 -0.010
C 0.6780 -7.1310 0.6944 -0.996
C -0.6548 -7.2952 0.3451 -0.968
C -1.3734 -6.1961 -0.0860 -0.322
C -0.7776 -4.9320 -0.2007 -0.239
P -1.8144 -3.5257 -0.8005 2.100
C -3.4170 -3.8730 0.0675 0.478
C -3.4219 -4.3643 1.3754 -0.646
C -4.5896 -4.4196 2.1224 -0.664
C -5.7869 -3.9744 1.5822 -0.779
C -5.8057 -3.5054 0.2771 -0.493
C -4.6381 -3.4580 -0.4698 -0.427
C -2.3211 -4.0447 -2.5053 0.656
C -2.0404 -5.2724 -3.1020 -0.844
C -2.5009 -5.5616 -4.3801 -0.739
C -3.2303 -4.6232 -5.0950 -0.769
C -3.4700 -3.3774 -4.5352 -1.105
C -3.0087 -3.0911 -3.2602 0.364
C 2.9436 -3.0877 -0.9979 0.456
C 3.4925 -4.3204 -1.3761 -0.250
C 4.6378 -4.4289 -2.1444 -0.713
C 5.2986 -3.2826 -2.5619 -1.155
C 4.7838 -2.0474 -2.2178 -0.278
C 3.6134 -1.9287 -1.4561 -0.363
P 3.0670 -0.2303 -0.9758 1.589
C 4.3774 0.1442 0.2635 0.757
C 5.2460 -0.8188 0.7769 -0.630
C 6.1662 -0.4886 1.7641 -0.705
C 6.2355 0.8079 2.2505 -0.675
C 5.3609 1.7689 1.7645 -0.837
C 4.4336 1.4391 0.7887 -0.923
C 3.6301 0.7522 -2.4365 0.342
C 4.4310 1.8907 -2.3724 -0.690
C 4.6854 2.6486 -3.5086 -0.594
C 4.1432 2.2880 -4.7316 -0.635
C 3.3545 1.1476 -4.8119 -0.437
C 3.1039 0.3930 -3.6793 -0.133
H 3.4181 -3.8396 1.6529 0.601
H 1.9306 -3.7568 2.6224 0.427
H 2.8129 -2.2834 2.2374 0.135
H 2.2866 -5.7706 0.9523 0.349
H 1.2565 -7.9812 1.0396 0.377
H -1.1341 -8.2648 0.4181 0.370
H -2.4248 -6.3130 -0.3185 0.611
H -2.5000 -4.7167 1.8137 0.399
H -4.5561 -4.7998 3.1367 0.402
H -6.6965 -3.9896 2.1709 0.340
H -6.7352 -3.1584 -0.1596 0.443
H -4.6850 -3.1015 -1.4898 0.161
H -1.4446 -6.0073 -2.5810 0.353
H -2.2766 -6.5274 -4.8182 0.372
H -3.5904 -4.8520 -6.0912 0.346
H -3.9951 -2.6158 -5.0986 0.417
H -3.1476 -2.0935 -2.8584 -0.382
H 2.9882 -5.2294 -1.0771 0.343
H 5.0219 -5.4073 -2.4134 0.342
H 6.2114 -3.3490 -3.1431 0.327
H 5.3103 -1.1517 -2.5243 0.559
H 5.2044 -1.8350 0.4078 0.281
H 6.8246 -1.2545 2.1574 0.406
H 6.9542 1.0658 3.0196 0.360
H 5.3736 2.7749 2.1674 0.400
H 3.7037 2.1719 0.4701 0.739
H 4.8696 2.1952 -1.4334 0.388
H 5.3024 3.5367 -3.4308 0.375
H 4.3192 2.8938 -5.6126 0.323
H 2.9139 0.8505 -5.7562 0.413
H 2.4811 -0.4828 -3.7562 -0.017
C 0.9806 -3.4377 -3.9309 -0.597
C 0.2893 -2.1520 -4.3127 0.249
C 0.1350 -1.8711 -5.6628 -1.037
C -0.4176 -0.6352 -6.0073 -1.099
C -0.8005 0.2306 -5.0211 -0.324
C -0.6557 -0.1166 -3.6295 -0.563
N -0.0898 -1.3340 -3.3248 1.403
N -1.0817 0.6828 -2.6497 0.740
Si -1.3565 2.3519 -2.6964 -0.213
C -2.3788 2.8684 -1.1937 -0.505
C -2.3524 3.1099 -4.1603 -1.496
C 0.2617 3.3260 -2.6810 -0.368
H 0.7174 -4.2422 -4.6189 0.518
H 0.7203 -3.7250 -2.9141 -0.478
H 2.0651 -3.3066 -3.9624 0.198
H 0.4469 -2.5868 -6.4141 0.411
H -0.5271 -0.3601 -7.0529 0.367
H -1.2329 1.1910 -5.2612 0.171
H -3.4534 2.7167 -1.3377 0.467
H -2.2159 3.9330 -0.9915 0.555
H -2.0533 2.3198 -0.3059 -0.296
H -3.1052 2.4173 -4.5494 0.285
H -1.7024 3.3897 -4.9968 0.364
H -2.8799 4.0131 -3.8357 0.355
H 0.8141 3.0611 -1.7735 -0.233
H 0.0952 4.4085 -2.6693 0.444
H 0.8886 3.0802 -3.5444 0.232
C -2.6680 2.1956 3.4755 -0.578
C -2.5954 3.7150 3.3211 1.927
C -3.7544 4.1985 2.4522 -1.788
C -2.6521 4.3910 4.6959 -1.869
O -1.4011 4.1140 2.6699 0.683
Si 0.1153 3.4276 2.6711 -2.947
S 0.3981 2.0880 1.1516 -0.488
O 0.3043 2.9403 4.2431 0.417
C 1.4691 2.6605 5.0138 2.172
C 2.5055 1.8844 4.2056 -1.229
C 0.9856 1.8233 6.1956 -2.006
C 2.0799 3.9765 5.5117 -1.581
O 1.1669 4.7166 2.5208 0.542
C 1.0235 5.9585 1.8494 2.050
C 0.3764 5.7832 0.4746 -1.264
C 0.1868 6.9086 2.7152 -1.809
C 2.4369 6.5177 1.6928 -1.873
H -3.6313 1.8921 3.8948 0.720
H -1.8612 1.8475 4.1208 -0.060
H -2.5262 1.7340 2.4971 -0.303
H -4.7109 3.9616 2.9264 0.394
H -3.7056 3.7210 1.4714 0.133
H -3.6878 5.2798 2.3080 0.376
H -3.5217 4.0522 5.2657 0.445
H -2.7087 5.4763 4.5796 0.386
H -1.7405 4.1426 5.2414 0.063
H 2.0529 0.9894 3.7809 -0.009
H 3.3503 1.6074 4.8421 0.602
H 2.8653 2.5006 3.3786 0.115
H 0.5210 0.9113 5.8158 0.248
H 0.2461 2.3836 6.7738 0.353
H 1.8207 1.5557 6.8478 0.422
H 2.2587 4.6205 4.6524 0.043
H 3.0256 3.7908 6.0277 0.402
H 1.3942 4.4845 6.1960 0.364
H -0.6337 5.3872 0.5901 0.059
H 0.9431 5.0612 -0.1146 0.171
H 0.3349 6.7405 -0.0516 0.572
H -0.7999 6.4710 2.8577 0.106
H 0.0865 7.8886 2.2403 0.473
H 0.6623 7.0273 3.6921 0.363
H 3.0457 5.8147 1.1211 0.238
H 2.8933 6.6513 2.6766 0.386
H 2.4215 7.4794 1.1738 0.390
I -5.7337 0.2498 -3.0245 -0.059
C -4.9436 0.0801 -1.0877 -1.167
C -5.7062 0.4511 0.0054 -0.257
C -5.1600 0.2612 1.2655 -1.151
C -3.9003 -0.3104 1.3630 -0.590
N -3.1701 -0.6382 0.3025 1.484
C -3.6717 -0.4336 -0.9117 1.454
H -6.6901 0.8818 -0.1224 0.478
H -5.7073 0.5479 2.1538 0.483
H -3.4468 -0.5097 2.3284 0.356
H -3.0018 -0.6341 -1.7431 -0.631
C -1.0336 -2.5820 2.9992 -0.057
C -0.3049 -1.3207 2.5183 0.534
O 0.2627 -0.6669 3.3753 -0.637
H -0.9147 -2.7176 4.0793 0.312
H -0.6322 -3.4477 2.4620 -0.229
H -2.0952 -2.4883 2.7502 -0.066
```

Computed properties:
* energy relative to the best compared isomer or geometry (same formula, charge and spin): 0.0 kJ/mol
* net charge: -2
* LUMO energy: 3.35 eV
* Kohn-Sham gap: 0.1747 Eh
* E_HOMO: -1.40 eV
* DFT total energy: -148350.6348 eV